Molecular formula: C20H17N3PdS3Sb
Method: DFT, ωB97M-V/def2-TZVPD

Atoms and positions in Å:
Pd: 0.293 -0.010 0.319
S: 4.255 -2.221 0.788
C: 4.295 -0.952 1.932
C: 3.152 -0.206 1.907
C: 2.216 -0.613 0.904
C: 2.714 -1.689 0.223
C: 1.965 -2.311 -0.860
C: 2.387 -3.411 -1.609
C: 1.564 -3.904 -2.601
C: 0.333 -3.300 -2.835
C: -0.013 -2.215 -2.053
N: 0.780 -1.731 -1.101
H: 5.148 -0.837 2.585
H: 2.984 0.625 2.578
H: 3.346 -3.868 -1.403
H: 1.877 -4.760 -3.186
H: -0.344 -3.662 -3.595
H: -0.961 -1.704 -2.176
S: -0.905 -1.517 1.790
C: -2.387 -0.674 2.118
C: -3.369 -1.288 2.910
C: -4.555 -0.655 3.228
C: -5.528 -1.342 4.052
N: -6.286 -1.907 4.706
C: -4.798 0.640 2.747
C: -3.841 1.254 1.958
C: -2.640 0.623 1.625
S: -1.501 1.483 0.605
C: -6.026 1.337 3.061
N: -7.000 1.898 3.303
H: -3.189 -2.287 3.288
H: -4.026 2.254 1.586
C: 3.067 2.545 -3.011
Sb: 1.601 1.738 -1.635
C: -0.092 2.403 -2.775
C: 1.658 3.452 -0.352
H: 2.787 3.572 -3.252
H: 3.096 1.945 -3.921
H: 4.053 2.532 -2.544
H: -0.006 3.470 -2.989
H: -1.003 2.216 -2.209
H: -0.129 1.852 -3.716
H: 1.507 4.362 -0.935
H: 2.635 3.492 0.133
H: 0.887 3.370 0.412

Results
net charge	-1
HOMO level (spin up / spin down)	-3.7 / -4.7	eV
E_LUMO (spin up / spin down)	2.33 / 2.00	eV
spin multiplicity	3